(1)
14
Properties=species:S:1:pos:R:3 method="wB97M-V/def2-TZVPD" total_charge=0 e_homo_ha=-0.338 smiles=C[C@@H](N)CS
C 1.260 1.439 1.197
C 0.767 0.354 0.239
C -0.726 0.152 0.477
S -1.468 -0.603 -1.066
N 1.485 -0.945 0.311
H 0.686 2.350 0.971
H 2.332 1.624 1.165
H 0.943 1.243 2.225
H 1.030 0.863 -0.719
H -0.921 -0.563 1.274
H -1.251 1.106 0.509
H -1.248 0.458 -1.911
H 2.436 -0.915 -0.042
H 0.994 -1.346 -0.500

---

(2)
14
Properties=species:S:1:pos:R:3 method="wB97M-V/def2-TZVPD" total_charge=0 e_homo_ha=-0.316 smiles=CNCSC
C -1.232 1.345 1.209
S -0.738 -0.368 1.474
H -1.295 1.583 0.153
H -2.218 1.476 1.654
H -0.509 2.015 1.677
C 0.108 -1.060 -1.545
C 0.864 -0.308 0.638
N 0.771 -0.013 -0.780
H 0.543 -2.066 -1.421
H 0.159 -0.829 -2.611
H -0.945 -1.085 -1.281
H 1.340 -1.275 0.841
H 1.442 0.467 1.136
H 1.708 0.117 -1.143

---

Most stable to least stable, the ends of the list are (2) and (1).

---

(1)
14
Properties=species:S:1:pos:R:3 method="wB97M-V/def2-TZVPD" total_charge=0 e_homo_ha=-0.301 smiles="C/C=C/N.S"
S 0.801 2.077 2.637
H 0.085 0.978 2.968
C -1.372 -1.590 -0.947
C -0.079 -0.911 -0.612
C 0.008 0.403 -0.410
N 1.261 1.042 -0.127
H -2.197 -0.946 -0.637
H -1.484 -1.742 -2.020
H -1.462 -2.547 -0.434
H 0.837 -1.467 -0.424
H -0.877 1.020 -0.331
H 2.010 0.358 -0.140
H 1.480 1.830 -0.719
H 0.988 1.494 1.196

---

(2)
14
Properties=species:S:1:pos:R:3 method="wB97M-V/def2-TZVPD" total_charge=0 e_homo_ha=-0.272
C 2.452 -0.671 -0.012
C 1.508 0.223 0.816
S -0.190 -0.453 0.809
H 1.954 -0.885 -0.958
H 2.593 -1.628 0.507
H 3.413 -0.198 -0.163
H 1.533 1.223 0.357
H 1.904 0.323 1.826
C -2.110 0.677 -0.937
N -3.004 0.140 -0.132
H -1.672 1.628 -0.645
H -1.942 0.186 -1.892
H -3.658 -0.568 -0.435
H -2.780 0.004 0.858

---

Most stable to least stable, the ends of the list are (1) and (2).